The following is a DFT calculation (ωB97M-V/def2-TZVPD) of a cluster of 2 separate species, C4H10 in total.

Frontier orbital gap in eV: 11.4
ΔE to the lowest compared entry with this formula, charge and spin in kcal per mole: 32.3
Lowest unoccupied orbital energy in hartree: 0.0456
HOMO in eV: -10.120
SMILES: C=C.CC

```
! RIJCOSX wB97M-V def2-TZVPD def2/J DEFGRID3
* xyz 0 1
C 0.94276 -0.52458 1.28170
C -0.35979 -0.15771 1.95673
H 1.31309 0.15832 0.51477
H 0.95487 -1.57123 0.98120
H 1.83510 -0.45688 1.92549
H -1.20488 -0.08631 1.27480
H -0.57762 -0.93753 2.67760
H -0.27538 0.80016 2.47090
C -1.00648 0.40776 -1.82591
C 0.11483 0.49146 -2.54063
H -1.84823 -0.18438 -2.15286
H -1.03214 1.01383 -0.93037
H 0.25456 -0.12368 -3.41676
H 0.88933 1.17076 -2.21666
*
```

---

The following is a DFT calculation (ωB97M-V/def2-TZVPD) of a cluster of 2 separate species, C4H10 in total.

Frontier orbital gap in eV: 10.8
ΔE to the lowest compared entry with this formula, charge and spin in kcal per mole: 47.8
Lowest unoccupied orbital energy in hartree: 0.0437
HOMO in eV: -9.631
SMILES: C=C.CC

```
! RIJCOSX wB97M-V def2-TZVPD def2/J DEFGRID3
* xyz 0 1
C 0.25895 -2.07364 -0.27239
C -1.15395 -1.59720 -0.73072
H 0.03497 -2.70548 0.60292
H 0.88406 -1.25082 0.06208
H 0.61943 -2.76677 -1.02503
H -1.70704 -1.04105 0.01941
H -1.08859 -1.00549 -1.65230
H -1.61469 -2.49988 -1.15147
C -0.00735 1.78874 0.26957
C 1.04423 2.33438 0.87045
H -1.02163 2.19739 0.31399
H -0.01465 0.97451 -0.45359
H 1.08942 3.32582 1.28542
H 1.80737 1.64361 1.24963
*
```

---

The following is a DFT calculation (ωB97M-V/def2-TZVPD) of a cluster of 2 separate species, C4H10B3Cl3NO5PS in total.

Frontier orbital gap in eV: 7.8
Lowest unoccupied orbital energy in hartree: -0.0180
HOMO in eV: -8.299
SMILES: NB1OB(CCOC=O)OB([PH2]=S)O1.ClC(Cl)Cl

```
! RIJCOSX wB97M-V def2-TZVPD def2/J DEFGRID3
* xyz 0 1
N 2.18503 -3.06257 0.34101
B 2.23688 -1.76298 -0.48467
O 1.61862 -1.83739 -1.85173
B 0.93123 -0.54170 -2.00322
C -0.67428 -0.28798 -2.22799
C -1.60853 -1.63165 -2.23606
O -1.24179 -2.66351 -1.25615
C -1.47807 -2.23642 0.13108
O -2.10712 -1.12583 0.52889
O 1.80104 0.68194 -1.89534
B 2.17302 0.67493 -0.43772
P 1.61559 2.17919 0.60670
S 0.43834 3.27933 -0.55242
O 2.89899 -0.51704 0.04143
H 1.20283 -3.40206 0.45412
H 2.66839 -3.85108 -0.18240
H -1.04455 0.39205 -1.32262
H -0.83512 0.38812 -3.19766
H -1.56162 -2.11441 -3.30933
H -2.75293 -1.33963 -2.06020
H -1.11762 -2.96912 1.00158
H 0.72242 1.66706 1.65343
H 2.69393 2.97043 1.14892
C -1.77467 3.45449 3.53171
Cl -0.58401 4.57254 2.84481
Cl -3.29150 3.52269 2.61834
Cl -1.13573 1.80190 3.55398
H -1.97877 3.75871 4.56148
*
```

---

The following is a DFT calculation (ωB97M-V/def2-TZVPD) of the molecule C4H10BN.

Frontier orbital gap in eV: 9.6
ΔE to the lowest compared entry with this formula, charge and spin in kcal per mole: 51.0
Lowest unoccupied orbital energy in hartree: 0.0315
HOMO in eV: -8.694

```
! RIJCOSX wB97M-V def2-TZVPD def2/J DEFGRID3
* xyz 0 1
B 0.86587 -0.54171 -1.60173
C 1.30144 -1.39749 -0.44977
C 0.81714 0.18515 1.04160
C -0.17710 0.88475 0.14077
C -1.62928 0.46717 0.53069
N 0.05511 0.56559 -1.23414
H 1.13044 -0.62124 -2.84481
H 0.51507 -1.96287 -0.03171
H 2.29618 -1.75878 -0.31204
H 0.38868 -0.42089 1.82636
H 1.71979 0.71674 1.41896
H -0.13349 2.07240 0.33188
H -1.61883 -0.67020 0.39645
H -2.38744 0.93484 -0.05277
H -1.63169 0.62717 1.58980
H -0.49396 1.03142 -1.99923
*
```

---

The following is a DFT calculation (ωB97M-V/def2-TZVPD) of the molecule C4H10BN.

Frontier orbital gap in eV: 10.0
ΔE to the lowest compared entry with this formula, charge and spin in kcal per mole: 30.3
Lowest unoccupied orbital energy in hartree: 0.0329
HOMO in eV: -9.145
SMILES: BN1CCCC1

```
! RIJCOSX wB97M-V def2-TZVPD def2/J DEFGRID3
* xyz 0 1
B -2.29473 0.02375 0.00504
C 1.33132 -0.71350 0.31016
C 1.34962 0.70429 -0.26140
C -0.04473 -1.17827 -0.15055
C -0.09033 1.15784 0.17876
N -0.90080 -0.06192 0.02445
H -2.62028 1.04640 -0.10222
H -2.90091 -1.03656 0.06717
H 2.13485 -1.44931 -0.15981
H 1.52185 -0.70658 1.37188
H 2.20683 1.38868 0.22458
H 1.50953 0.87055 -1.45828
H -0.13783 -1.39765 -1.23871
H -0.35673 -2.18637 0.33839
H -0.14823 1.53741 1.24317
H -0.55944 2.00124 -0.39263
*
```

---

The following is a DFT calculation (ωB97M-V/def2-TZVPD) of a cluster of 3 separate species, C4H10BN in total.

Frontier orbital gap in eV: 8.6
ΔE to the lowest compared entry with this formula, charge and spin in kcal per mole: 151.3
Lowest unoccupied orbital energy in hartree: -0.0100
HOMO in eV: -8.918

```
! RIJCOSX wB97M-V def2-TZVPD def2/J DEFGRID3
* xyz 0 1
B -0.10110 -1.13657 -0.87881
C -1.54456 -0.21068 -1.13471
C -1.48533 -1.69376 -1.23578
C 1.38437 1.64308 0.10085
C 0.95492 0.49901 2.12990
N 1.86459 1.15400 1.16247
H -1.76850 0.54296 -0.34617
H -1.53476 0.25480 -2.07499
H -1.81182 -2.11992 -2.24809
H -2.11300 -2.32086 -0.46916
H 1.47445 -1.44178 -1.16673
H 2.13330 2.03159 -0.53548
H 0.35532 1.89006 -0.04921
H 0.13041 1.14247 2.01864
H 0.60357 -0.49795 1.66517
H 1.45814 0.26354 3.06208
*
```

---

The following is a DFT calculation (ωB97M-V/def2-TZVPD) of a cluster of 2 separate species, C4H10BNO in total.

Frontier orbital gap (spin up / spin down) in eV: 7.8 / 8.1
ΔE to the lowest compared entry with this formula, charge and spin in kcal per mole: 87.4
Lowest unoccupied orbital energy (spin up / spin down) in hartree: 0.0039 / 0.0194
HOMO (spin up / spin down) in eV: -7.654 / -7.611

```
! RIJCOSX wB97M-V def2-TZVPD def2/J DEFGRID3
* xyz 0 1
B -0.98724 2.33360 0.29440
C -0.08777 0.04523 0.80379
C 0.77152 -2.20866 -0.44589
C 0.23490 3.24985 -0.03348
C -0.47518 -2.85565 -0.83169
N -0.70870 1.08857 0.96406
O -2.36457 2.65808 0.06821
H 1.13024 -1.29387 -0.96777
H 0.26287 -0.58077 1.65544
H 1.16742 -2.47194 0.47846
H 0.61330 3.48542 0.93560
H 0.02395 4.10237 -0.68959
H 1.05255 2.72766 -0.31945
H -1.40089 -2.17443 -0.52812
H -0.61164 -3.68932 -0.22006
H -0.48918 -2.95798 -1.88800
H -2.55408 3.54255 -0.18983
*
```

---

The following is a DFT calculation (ωB97M-V/def2-TZVPD) of a cluster of 2 separate species, C4H10BrN in total.

Frontier orbital gap (spin up / spin down) in eV: 7.5 / 8.2
ΔE to the lowest compared entry with this formula, charge and spin in kcal per mole: 33.8
Lowest unoccupied orbital energy (spin up / spin down) in hartree: -0.0114 / -0.0019
HOMO (spin up / spin down) in eV: -7.781 / -8.258

```
! RIJCOSX wB97M-V def2-TZVPD def2/J DEFGRID3
* xyz 0 1
C 1.82475 0.82852 -0.24047
C -0.71274 -1.67871 0.12747
C 0.33842 0.78727 0.21542
C -0.50701 -0.23348 -0.41672
N -2.51250 0.83640 0.06412
Br -4.14490 -0.02974 -0.07864
H 2.47896 -0.12246 -0.08298
H 1.91214 1.02042 -1.32825
H 2.18105 1.63956 0.30910
H 0.24664 -2.28935 0.19588
H -1.18107 -1.84303 1.20778
H -1.39487 -2.24321 -0.52230
H 0.17545 0.68559 1.34408
H -0.14862 1.86502 -0.02039
H -0.56859 -0.17073 -1.50408
H -2.38682 1.12685 1.06888
*
```

---

Number 1: largest force on an atom 1.49 eV/A, M 58.12 u. Number 2: largest force on an atom 2.30 eV/A, M 58.12 u. Number 3: largest force on an atom 8.32 eV/A, M 353.96 u. Number 4: largest force on an atom 3.87 eV/A, M 82.94 u. Number 5: largest force on an atom 4.48 eV/A, M 82.94 u. Number 6: largest force on an atom 4.25 eV/A, M 82.94 u. Number 7: largest force on an atom 3.58 eV/A, M 98.94 u. Number 8: largest force on an atom 2.94 eV/A, M 152.03 u.